# 1
C42H41BrO2P2Sn as an isolated structure in a non-equilibrium geometry, computed with ωB97M-V/def2-TZVPD.

Element x y z (Å)
Sn: 0.836 -1.289 0.235
C: -2.351 0.015 0.787
C: -2.436 -0.272 -0.516
C: -2.824 0.670 -1.607
C: -1.606 1.363 -2.279
C: -0.522 1.848 -1.366
C: -0.718 2.344 -0.138
C: -2.034 2.568 0.527
C: -2.521 1.371 1.394
C: 2.568 -0.004 -0.199
H: -2.200 -0.793 1.522
H: -2.153 -1.277 -0.868
H: -3.541 1.425 -1.255
H: -3.323 0.082 -2.400
H: -1.155 0.659 -2.997
H: -1.987 2.197 -2.897
H: 0.496 1.810 -1.775
H: 0.145 2.621 0.479
H: -2.818 2.838 -0.194
H: -1.905 3.410 1.229
H: -1.962 1.396 2.347
H: -3.578 1.549 1.670
H: 3.333 -0.132 0.577
H: 2.238 1.049 -0.247
H: 2.960 -0.318 -1.174
P: 0.136 -2.355 -9.434
P: 2.129 0.425 -9.692
C: -0.405 -0.750 -10.078
C: 0.368 0.371 -10.100
C: -0.769 -3.516 -10.543
C: -1.952 -3.196 -11.222
C: -2.583 -4.152 -12.030
C: -2.046 -5.436 -12.157
C: -0.858 -5.760 -11.485
C: -0.213 -4.806 -10.698
C: -0.858 -2.451 -7.877
C: -0.482 -1.591 -6.823
C: -1.219 -1.581 -5.637
C: -2.338 -2.413 -5.496
C: -2.694 -3.285 -6.531
C: -1.942 -3.324 -7.709
C: 2.745 1.215 -11.267
C: 2.718 0.421 -12.432
C: 3.081 0.967 -13.664
C: 3.477 2.309 -13.752
C: 3.531 3.092 -12.595
C: 3.189 2.543 -11.352
C: 2.183 1.848 -8.530
C: 3.306 1.925 -7.677
C: 3.448 3.006 -6.807
C: 2.469 4.010 -6.762
C: 1.345 3.920 -7.589
C: 1.190 2.832 -8.458
H: -1.448 -0.699 -10.416
H: -0.041 1.315 -10.488
H: -2.403 -2.209 -11.127
H: -3.502 -3.882 -12.553
H: -2.547 -6.182 -12.780
H: -0.434 -6.761 -11.578
H: 0.724 -5.051 -10.186
H: 0.385 -0.934 -6.946
H: -0.919 -0.921 -4.820
H: -2.928 -2.381 -4.577
H: -3.560 -3.941 -6.424
H: -2.211 -4.027 -8.503
H: 2.391 -0.621 -12.366
H: 3.051 0.347 -14.561
H: 3.741 2.739 -14.720
H: 3.835 4.138 -12.654
H: 3.246 3.164 -10.453
H: 4.064 1.137 -7.712
H: 4.325 3.068 -6.160
H: 2.584 4.857 -6.082
H: 0.579 4.696 -7.564
H: 0.298 2.765 -9.083
Br: 0.519 2.802 3.608
C: 0.581 1.297 4.748
C: 0.639 1.540 6.129
C: 0.613 0.476 7.041
C: 0.513 -0.846 6.594
C: 0.481 -1.100 5.225
C: 0.546 -0.049 4.292
C: 0.652 -0.410 2.847
O: 0.680 -1.669 2.512
O: 0.697 0.482 1.935
H: 0.711 2.567 6.484
H: 0.656 0.703 8.105
H: 0.479 -1.680 7.303
H: 0.414 -2.122 4.845

Summary:
- Relative energy (zero: lowest compared OMol25 entry of this formula, charge and spin): 0.0 kJ/mol
- Total energy: -142747.3701 eV
- Maximum force: 3.5 eV/Å
- HOMO-LUMO gap (spin up / spin down): 4.3 / 4.4 eV
- Total charge: +2

Atom charges from the Löwdin analysis, given in e for atoms 1 to 8:
1. Sn 1.5760
2. C -0.1216
3. C -0.1382
4. C -0.1761
5. C -0.1800
6. C -0.1348
7. C -0.1172
8. C -0.1735

# 2
C42H41ClO2P2V as an isolated structure in a non-equilibrium geometry, computed with ωB97M-V/def2-TZVPD.

Element x y z (Å)
V: -0.218 0.966 1.218
C: -1.492 0.916 -4.022
C: -1.552 -0.419 -3.903
C: -0.881 -1.464 -4.762
C: 0.578 -1.157 -5.228
C: 1.441 -0.291 -4.368
C: 1.454 1.042 -4.434
C: 0.551 1.954 -5.221
C: -0.929 1.541 -5.272
C: 1.705 0.288 2.240
H: -1.939 1.558 -3.234
H: -2.168 -0.851 -3.111
H: -1.409 -1.685 -5.719
H: -0.933 -2.399 -4.157
H: 1.076 -2.133 -5.381
H: 0.502 -0.677 -6.223
H: 2.263 -0.800 -3.857
H: 2.245 1.633 -3.968
H: 0.883 2.021 -6.282
H: 0.706 2.955 -4.752
H: -1.508 2.419 -5.610
H: -1.001 0.768 -6.061
H: 1.196 1.139 2.824
H: 2.797 0.422 2.497
H: 1.313 -0.640 2.725
P: -1.306 -0.833 0.110
P: 1.962 0.122 0.337
C: -0.116 -1.138 -1.192
C: 1.157 -0.629 -1.088
C: -2.179 -2.362 0.264
C: -2.615 -3.116 -0.834
C: -3.424 -4.222 -0.611
C: -3.779 -4.567 0.694
C: -3.343 -3.818 1.786
C: -2.538 -2.727 1.566
C: -2.408 0.555 -0.400
C: -1.867 1.853 -0.286
C: -2.705 2.968 -0.457
C: -4.081 2.760 -0.609
C: -4.639 1.474 -0.623
C: -3.794 0.376 -0.495
C: 3.426 -1.006 0.338
C: 3.232 -2.299 0.880
C: 4.312 -3.136 1.183
C: 5.615 -2.674 0.898
C: 5.836 -1.423 0.292
C: 4.732 -0.605 -0.002
C: 2.511 1.766 -0.229
C: 2.613 2.771 0.749
C: 2.997 4.065 0.411
C: 3.301 4.347 -0.930
C: 3.253 3.347 -1.922
C: 2.905 2.043 -1.552
H: -0.428 -1.837 -2.001
H: 1.910 -0.795 -1.875
H: -2.416 -2.798 -1.852
H: -3.796 -4.790 -1.463
H: -4.388 -5.445 0.869
H: -3.632 -4.043 2.807
H: -2.246 -2.105 2.400
H: -0.791 2.024 -0.074
H: -2.307 3.994 -0.417
H: -4.750 3.617 -0.687
H: -5.722 1.330 -0.704
H: -4.216 -0.618 -0.409
H: 2.227 -2.658 1.110
H: 4.137 -4.105 1.693
H: 6.471 -3.263 1.239
H: 6.869 -1.063 0.120
H: 4.922 0.360 -0.471
H: 2.446 2.528 1.799
H: 3.063 4.840 1.190
H: 3.557 5.368 -1.214
H: 3.482 3.589 -2.973
H: 2.991 1.231 -2.279
Cl: -2.289 0.481 9.842
C: -1.869 0.374 8.190
C: -1.398 -0.836 7.660
C: -1.113 -0.928 6.301
C: -1.317 0.192 5.484
C: -1.726 1.408 6.014
C: -2.031 1.510 7.375
C: -1.066 0.123 4.006
O: -0.940 -1.038 3.525
O: -1.048 1.205 3.296
H: -1.301 -1.692 8.315
H: -0.779 -1.854 5.847
H: -1.831 2.252 5.331
H: -2.415 2.441 7.790

Summary:
- Relative energy (zero: lowest compared OMol25 entry of this formula, charge and spin): 0.0 kJ/mol
- 2S+1: 4
- Total energy: -105095.4667 eV
- Maximum force: 3.7 eV/Å
- HOMO-LUMO gap (spin up / spin down): 6.0 / 5.1 eV
- Total charge: 0

Atom charges from the Löwdin analysis, given in e for atoms 1 to 8:
1. V 0.4510
2. C -0.0860
3. C -0.1417
4. C -0.1854
5. C -0.1833
6. C -0.1250
7. C -0.1157
8. C -0.1862

# 3
C42H41CrN6O3P2S2 as an isolated structure, computed with ωB97M-V/def2-TZVPD.

Element x y z (Å)
Cr: -1.460 1.165 1.152
N: -2.669 0.620 5.170
C: -2.669 0.795 3.817
S: -1.936 -0.463 2.825
N: -3.243 1.854 3.343
N: -3.132 1.917 1.962
C: -4.102 2.425 1.302
C: -4.223 2.367 -0.139
C: -5.272 3.078 -0.741
C: -5.548 2.965 -2.084
C: -4.779 2.087 -2.856
C: -3.753 1.365 -2.291
C: -3.430 1.500 -0.929
O: -2.433 0.794 -0.446
H: -2.469 -0.304 5.508
H: -3.324 1.175 5.696
H: -4.921 2.863 1.871
H: -5.878 3.726 -0.116
H: -6.357 3.528 -2.529
H: -4.996 1.967 -3.910
H: -3.161 0.670 -2.877
C: 5.197 -2.219 -1.985
S: 3.997 -3.295 -2.795
C: 3.079 -3.884 -1.345
C: 2.323 -2.816 -0.564
C: 1.321 -2.061 -1.438
N: 0.291 -1.322 -0.689
P: 0.543 0.247 -0.117
C: 2.125 0.216 0.799
C: 2.046 -0.155 2.142
C: 3.200 -0.288 2.901
C: 4.439 -0.036 2.333
C: 4.527 0.339 0.998
C: 3.376 0.460 0.235
C: 0.867 1.281 -1.574
C: 0.219 0.995 -2.770
C: 0.329 1.855 -3.852
C: 1.076 3.018 -3.743
C: 1.709 3.322 -2.545
C: 1.602 2.461 -1.465
P: -1.227 -1.998 -0.193
C: -0.773 -3.757 0.089
C: -0.463 -4.100 1.406
C: -0.049 -5.386 1.724
C: 0.045 -6.347 0.727
C: -0.288 -6.025 -0.582
C: -0.699 -4.737 -0.899
C: -2.201 -2.135 -1.747
C: -3.576 -2.288 -1.565
C: -4.439 -2.338 -2.649
C: -3.940 -2.218 -3.939
C: -2.576 -2.053 -4.135
C: -1.713 -2.013 -3.046
H: 5.890 -1.885 -2.755
H: 5.751 -2.764 -1.220
H: 4.716 -1.350 -1.541
H: 3.767 -4.419 -0.688
H: 2.374 -4.616 -1.746
H: 3.022 -2.124 -0.093
H: 1.783 -3.311 0.246
H: 0.820 -2.791 -2.075
H: 1.838 -1.369 -2.111
H: 1.076 -0.337 2.591
H: 3.129 -0.582 3.941
H: 5.339 -0.128 2.928
H: 5.494 0.532 0.550
H: 3.452 0.735 -0.809
H: -0.390 0.104 -2.845
H: -0.182 1.621 -4.778
H: 1.159 3.692 -4.586
H: 2.279 4.236 -2.446
H: 2.080 2.721 -0.529
H: -0.550 -3.344 2.180
H: 0.193 -5.640 2.749
H: 0.365 -7.352 0.973
H: -0.232 -6.780 -1.356
H: -0.973 -4.495 -1.919
H: -3.974 -2.341 -0.557
H: -5.504 -2.447 -2.487
H: -4.612 -2.241 -4.787
H: -2.180 -1.954 -5.138
H: -0.655 -1.882 -3.223
O: -0.979 2.974 0.350
N: -0.165 3.702 1.011
N: 0.225 3.171 2.090
O: -0.205 1.985 2.482
C: 1.195 3.834 2.910
C: 1.613 5.127 2.615
C: 2.569 5.720 3.418
C: 3.104 5.038 4.505
C: 2.671 3.753 4.787
C: 1.712 3.143 3.992
H: 1.189 5.648 1.769
H: 2.897 6.727 3.194
H: 3.851 5.510 5.129
H: 3.078 3.216 5.634
H: 1.356 2.144 4.195

Summary:
- 2S+1: 4
- Total energy: -127973.2521 eV
- Maximum force: 0.5 eV/Å
- HOMO-LUMO gap (spin up / spin down): 7.6 / 7.6 eV
- Total charge: 0

Atom charges from the natural (NBO) analysis, given in e for atoms 1 to 8:
1. Cr 1.0743
2. N -0.8004
3. C 0.2969
4. S -0.2628
5. N -0.4087
6. N -0.3183
7. C 0.1726
8. C -0.2479

Question: Look up the maximum force of the third one.
Answer: 0.5 eV/Å